{"formula": "C5H6N4", "method": "ωB97M-V/def2-TZVPD", "charge": 0, "de_lowest_kcal_mol": 8.54, "homo_energy_ev": -8.7, "lumo_energy_ev": -0.22, "smiles": "[H]\\N=C/N=C1/C=CN/C1=N/[H]", "elements": ["C", "C", "C", "C", "C", "H", "H", "H", "H", "H", "H", "N", "N", "N", "N"], "positions_angstrom": [[-2.17494, -0.24908, 0.40336], [0.12789, -0.63569, 0.04474], [1.36803, -1.41767, -0.06759], [2.38641, -0.51655, -0.12412], [0.58884, 0.85070, 0.07371], [-2.84109, -0.35367, -1.38581], [-2.30354, -0.06642, 1.46968], [1.40339, -2.50061, -0.18954], [3.44653, -0.72439, -0.25448], [2.56898, 1.58259, -0.16233], [-1.05392, 1.79267, 0.05263], [-3.02699, 0.08249, -0.47874], [-1.02748, -1.07029, 0.22846], [1.96525, 0.77842, -0.00871], [-0.05332, 1.93506, 0.04318]]}

{"formula": "C4H9NO", "method": "ωB97M-V/def2-TZVPD", "charge": 0, "de_lowest_kcal_mol": 23.10, "homo_energy_ev": -9.4, "lumo_energy_ev": 0.97, "smiles": "CCN(C)C=O", "elements": ["C", "N", "C", "C", "C", "O", "H", "H", "H", "H", "H", "H", "H", "H", "H"], "positions_angstrom": [[0.95833, 0.87907, -1.16097], [0.64055, 0.60278, 0.14405], [0.56534, -0.84748, 0.45509], [-0.69996, -1.52083, -0.04578], [-0.41366, 1.43485, 0.70394], [1.20450, 0.03887, -1.99817], [0.88211, 1.94004, -1.44291], [0.77112, -0.94909, 1.51882], [1.40873, -1.25715, -0.10201], [-0.83008, -1.49885, -1.12618], [-0.68183, -2.60139, 0.14184], [-1.57121, -1.15387, 0.50238], [-1.39862, 1.11472, 0.31935], [-0.49222, 1.36881, 1.78341], [-0.34309, 2.44954, 0.30713]]}

{"formula": "C20H26F3P", "method": "ωB97M-V/def2-TZVPD", "charge": 0, "homo_energy_ev": -7.8, "lumo_energy_ev": 0.08, "smiles": "C=CC[PH2](C=C)C[C@@H](C)F.Fc1ccccc1.Fc1ccccc1", "elements": ["C", "C", "C", "P", "C", "C", "C", "C", "C", "F", "H", "H", "H", "H", "H", "H", "H", "H", "H", "H", "H", "H", "H", "H", "H", "H", "F", "C", "C", "C", "C", "C", "C", "H", "H", "H", "H", "H", "F", "C", "C", "C", "C", "C", "C", "H", "H", "H", "H", "H"], "positions_angstrom": [[2.21432, 2.01260, -0.54039], [1.63567, 1.56644, -1.65280], [1.39178, 0.12493, -1.95466], [0.31595, -0.80810, -0.61285], [-0.74313, 0.64928, -0.24704], [-1.16153, 1.13833, 0.94094], [-0.67608, -1.87983, 0.62778], [0.06822, -3.17440, 0.91795], [1.08492, -3.02134, 2.03492], [-0.88338, -4.10178, 1.38945], [2.58660, 1.29728, 0.18686], [2.29065, 3.06584, -0.31060], [1.33632, 2.29522, -2.40312], [0.94568, 0.00098, -2.94573], [2.34675, -0.41041, -1.99849], [1.52560, -1.17242, 0.03843], [-0.12275, -1.66634, -1.64942], [-1.05437, 1.17385, -1.15740], [-0.48089, 1.50508, 1.70697], [-2.22118, 1.16459, 1.19566], [-0.84295, -1.38966, 1.59015], [-1.63987, -2.15611, 0.19146], [0.53406, -3.58147, 0.01414], [1.64288, -2.08863, 1.93349], [0.56513, -2.98205, 2.99097], [1.81952, -3.82602, 2.02190], [1.39461, 3.11943, 2.42174], [1.71066, 4.34254, 2.89800], [2.89094, 4.50031, 3.59518], [3.21056, 5.76151, 4.07748], [2.35275, 6.83207, 3.86510], [1.17035, 6.64318, 3.16288], [0.84142, 5.38928, 2.66782], [3.54015, 3.64997, 3.75328], [4.13442, 5.90670, 4.62141], [2.60593, 7.81215, 4.24618], [0.49831, 7.47493, 2.99844], [-0.07045, 5.21901, 2.11157], [-0.72944, -2.86558, -3.55250], [-1.90234, -3.53662, -3.55927], [-2.02148, -4.67027, -2.78154], [-3.23046, -5.35102, -2.78597], [-4.28703, -4.89864, -3.56448], [-4.13745, -3.75665, -4.33937], [-2.93695, -3.06061, -4.33822], [-1.18331, -5.00679, -2.18636], [-3.34545, -6.23779, -2.17720], [-5.22618, -5.43522, -3.56616], [-4.95849, -3.40343, -4.94902], [-2.79897, -2.16434, -4.92756]]}

{"formula": "C3H11NO3S", "method": "ωB97M-V/def2-TZVPD", "charge": -2, "de_lowest_kcal_mol": 5.45, "homo_energy_ev": -0.2, "lumo_energy_ev": 5.80, "elements": ["C", "C", "S", "N", "C", "O", "H", "H", "H", "H", "H", "H", "H", "H", "H", "O", "H", "H", "O"], "positions_angstrom": [[1.88117, -0.03278, -0.34144], [2.25523, -1.51579, -0.19231], [3.92748, -1.92339, 0.26021], [0.58942, 0.22608, -0.97653], [-0.59828, 0.10205, -0.14118], [-0.80426, 1.21760, 0.67437], [2.67015, 0.41136, -0.96467], [1.87099, 0.52014, 0.59907], [1.57762, -1.95788, 0.55479], [1.95450, -1.96409, -1.15249], [0.45095, -0.35013, -1.79289], [-1.44310, -0.00335, -0.84365], [-0.58397, -0.79427, 0.50268], [-4.78916, 1.71668, 0.09855], [-5.46406, 0.40140, -0.18941], [-5.72992, 1.31489, -0.13251], [-1.74518, 1.57512, 0.58185], [-3.31000, 2.96256, 0.38445], [-3.29151, 2.02565, 0.53695]]}

{"formula": "CHClO3S", "method": "ωB97M-V/def2-TZVPD", "charge": 0, "de_lowest_kcal_mol": 24.95, "homo_energy_ev": -11.1, "lumo_energy_ev": -0.91, "elements": ["C", "O", "O", "O", "S", "Cl", "H"], "positions_angstrom": [[-0.43330, 0.05613, -1.10740], [-0.69055, 0.08964, -2.26455], [0.23435, 1.28390, 1.60683], [0.77725, 0.23043, -0.56447], [1.10564, 0.25488, 1.05719], [0.22770, -1.62618, 1.60609], [-1.22109, -0.28881, -0.33368]]}

{"formula": "CH4N7O", "method": "ωB97M-V/def2-TZVPD", "charge": 1, "de_lowest_kcal_mol": 10.09, "homo_energy_ev": -15.0, "lumo_energy_ev": -5.30, "smiles": "Nn1nnn(N=O)c1=[NH2+]", "elements": ["C", "N", "N", "N", "N", "N", "N", "N", "O", "H", "H", "H", "H"], "positions_angstrom": [[-0.06006, 0.39778, 0.00252], [0.38428, -1.82333, 0.06468], [1.50039, -1.30298, 0.03360], [2.56406, 1.08510, -0.22385], [-0.62864, -0.77522, -0.05769], [1.47735, 0.08870, -0.08318], [-0.59958, 1.55040, 0.14786], [-1.95126, -0.98803, -0.18171], [3.60431, 0.68163, 0.00800], [-1.59792, 1.39305, -0.05740], [-0.08224, 2.39643, 0.03355], [-2.17165, -1.96590, -0.32779], [-2.43905, -0.73762, 0.64141]]}

{"formula": "C4H6N2O", "method": "ωB97M-V/def2-TZVPD", "charge": 0, "de_lowest_kcal_mol": 73.79, "homo_energy_ev": -7.4, "lumo_energy_ev": 0.76, "smiles": "Nc1[nH]ccc1O", "elements": ["N", "C", "C", "O", "C", "C", "N", "H", "H", "H", "H", "H", "H"], "positions_angstrom": [[1.70611, 0.99322, -0.14911], [0.58096, 0.48473, 0.51796], [0.12223, -0.82970, 0.46155], [0.87704, -1.92786, 0.73654], [-1.15568, -0.74813, -0.07908], [-1.39098, 0.59423, -0.36452], [-0.45639, 1.34938, 0.27925], [1.23146, 0.64412, -1.22457], [2.43990, 0.33132, 0.11551], [0.35809, -2.72211, 0.54930], [-1.78170, -1.59146, -0.32262], [-2.30854, 1.05709, -0.65653], [-0.25144, 2.31364, 0.02493]]}

{"formula": "C13H33NO3S2", "method": "ωB97M-V/def2-TZVPD", "charge": 0, "de_lowest_kcal_mol": 4.34, "homo_energy_ev": -5.9, "lumo_energy_ev": -0.42, "elements": ["C", "C", "C", "C", "N", "C", "C", "C", "C", "C", "H", "H", "H", "H", "H", "H", "H", "H", "H", "H", "H", "H", "H", "H", "H", "H", "H", "H", "H", "H", "O", "H", "C", "S", "O", "C", "H", "H", "H", "H", "H", "H", "C", "S", "O", "C", "H", "H", "H", "H", "H", "H"], "positions_angstrom": [[1.64319, -2.43538, -6.82890], [1.75919, -1.03938, -6.28290], [1.08619, -0.94838, -5.00290], [0.87319, 0.14462, -4.26590], [0.59019, 0.17962, -2.84690], [0.48919, 1.56262, -2.19290], [0.81919, 1.37162, -0.73990], [1.62319, 0.12862, -0.69390], [1.73519, -0.38238, -2.05490], [-0.69381, -0.62838, -2.75490], [1.91019, -2.52038, -7.85990], [0.41919, -2.63938, -7.07390], [2.33519, -3.20238, -6.29790], [1.37019, -0.53738, -7.13690], [2.84519, -1.00338, -6.16490], [1.58919, -1.71238, -4.38690], [0.10319, -1.61138, -5.15790], [0.38619, 0.89562, -4.90690], [1.73019, 0.81062, -4.42790], [-0.48981, 1.80162, -2.28090], [1.08119, 2.29662, -2.80290], [-0.07381, 1.27062, -0.31590], [1.24219, 2.33662, -0.28990], [1.10919, -0.61538, 0.02110], [2.53919, 0.44762, -0.26290], [1.68219, -1.43338, -2.17090], [2.66119, -0.03538, -2.52790], [-0.94581, -0.77738, -1.79090], [-0.64181, -1.65438, -3.01990], [-1.45881, -0.22338, -3.39290], [0.43819, 0.21862, 2.46210], [0.47419, 1.05462, 1.97110], [0.11719, 0.62562, 7.17510], [0.89519, -0.94838, 6.83710], [0.73519, -1.85138, 7.99510], [-0.28281, -1.41938, 5.66210], [-0.03481, 1.08462, 6.30210], [0.54519, 1.27562, 7.83710], [-0.77581, 0.54062, 7.69510], [-0.02681, -2.39438, 5.33310], [-0.15181, -0.66938, 4.83610], [-1.38281, -1.49038, 6.17410], [-2.79281, 1.34062, 2.18210], [-2.06681, 1.63462, 3.73510], [-2.01881, 3.13762, 4.02010], [-3.34981, 1.16262, 4.87110], [-2.17381, 0.64362, 1.62610], [-3.00381, 2.29262, 1.76910], [-3.80381, 0.75162, 2.16910], [-3.70781, 0.27862, 4.65510], [-4.07181, 1.94062, 4.85910], [-2.87981, 0.94462, 5.74410]]}

{"formula": "CH4N3O2", "method": "ωB97M-V/def2-TZVPD", "charge": 1, "de_lowest_kcal_mol": 103.15, "homo_energy_ev": [-14.9, -15.2], "lumo_energy_ev": [-6.70, -6.29], "elements": ["C", "N", "N", "N", "O", "O", "H", "H", "H", "H"], "positions_angstrom": [[-0.02684, -0.97341, -0.05169], [-1.13070, -1.38255, 0.02444], [-0.92912, 1.11026, -0.16234], [1.20484, -1.05378, 0.08250], [-2.29287, -1.17607, -0.06163], [-2.18842, 0.80081, 0.14018], [-1.07345, 1.39652, -1.22703], [1.72584, -0.53530, 0.82068], [1.75940, -1.22479, -0.72938], [-2.31044, 0.76995, 1.08543]]}

{"formula": "C11H5N2O5Pb", "method": "ωB97M-V/def2-TZVPD", "charge": 1, "de_lowest_kcal_mol": 6.09, "homo_energy_ev": -12.8, "lumo_energy_ev": -4.85, "elements": ["O", "C", "Pb", "C", "O", "C", "O", "C", "O", "C", "O", "H", "N", "C", "C", "C", "C", "C", "N", "C", "H", "H", "H", "H"], "positions_angstrom": [[-2.68046, 4.51812, -2.28836], [-2.50512, 3.48163, -1.80389], [-0.70113, 0.31126, -0.18814], [-0.53900, -2.03227, 1.05260], [-0.48228, -3.11027, 1.42936], [2.25443, 0.34121, 0.09292], [3.39581, 0.38919, 0.12162], [-0.25295, 1.18900, 2.08501], [-0.13809, 1.88406, 2.99602], [-0.00270, -0.48588, -2.30676], [0.30414, -0.77671, -3.37360], [0.14892, 1.87129, -0.81613], [3.60769, -4.48137, 3.03135], [3.17998, -4.22013, 1.98248], [2.58202, -3.89505, 0.68097], [2.06118, -4.87838, -0.19816], [1.25368, -4.52430, -1.29164], [1.03208, -3.15218, -1.44655], [1.65863, -2.23020, -0.71612], [2.31892, -2.54714, 0.39347], [2.23435, -5.93232, 0.06121], [0.77710, -5.21639, -2.02423], [0.30562, -2.76165, -2.15645], [2.57779, -1.74438, 1.07287]]}

{"formula": "C2H3N4", "method": "ωB97M-V/def2-TZVPD", "charge": 1, "de_lowest_kcal_mol": 125.86, "homo_energy_ev": [-11.4, -16.8], "s_squared": 2.010, "spin_multiplicity": 3, "lumo_energy_ev": [-5.17, -7.69], "elements": ["C", "C", "N", "N", "N", "N", "H", "H", "H"], "positions_angstrom": [[1.90129, 0.99178, -0.34274], [-1.92563, -0.53983, 0.31419], [1.58204, 0.01216, -1.02220], [0.33319, 0.65145, -0.46971], [-1.33582, -0.34539, 1.32965], [-0.45525, -0.46668, 0.14495], [2.65026, 1.60949, 0.21546], [-2.83662, -0.56414, -0.24692], [0.08654, -1.34884, 0.07732]]}

{"formula": "C18H32O3", "method": "ωB97M-V/def2-TZVPD", "charge": 0, "de_lowest_kcal_mol": 0.00, "homo_energy_ev": -10.0, "lumo_energy_ev": 0.71, "smiles": "C#CCCC[C@@H](CC(C)C)OC(=O)OC[C@@H](C)CC(C)C", "elements": ["C", "C", "C", "C", "C", "C", "C", "C", "C", "C", "O", "C", "O", "O", "C", "C", "C", "C", "C", "C", "C", "H", "H", "H", "H", "H", "H", "H", "H", "H", "H", "H", "H", "H", "H", "H", "H", "H", "H", "H", "H", "H", "H", "H", "H", "H", "H", "H", "H", "H", "H", "H", "H"], "positions_angstrom": [[3.83262, -3.85787, 1.73438], [3.29560, -3.99352, 0.65805], [2.57067, -3.79636, -0.63550], [2.38819, -2.27764, -0.97687], [1.98773, -1.43444, 0.24119], [1.74446, 0.08348, -0.07590], [2.90811, 0.90278, 0.52824], [2.88329, 2.41804, 0.19027], [1.45669, 3.00380, 0.08528], [3.67801, 3.14144, 1.32341], [1.55090, 0.34763, -1.47549], [0.32603, 0.02255, -1.96325], [0.25616, -0.51596, -3.03642], [-0.82014, 0.36743, -1.29719], [-1.51118, -0.78728, -0.74424], [-2.29944, -0.37928, 0.51460], [-1.34458, -0.16408, 1.74144], [-3.10759, 0.93436, 0.34194], [-4.42843, 0.81860, -0.46607], [-4.21725, 0.64391, -1.99932], [-5.39143, -0.24863, 0.11087], [4.22023, -3.57815, 2.69431], [1.60609, -4.32801, -0.63145], [3.18293, -4.26578, -1.42027], [1.67073, -2.23703, -1.80715], [3.36785, -1.95593, -1.37192], [1.07507, -1.87128, 0.68227], [2.74426, -1.46615, 1.03835], [0.84854, 0.37523, 0.49367], [2.79251, 0.81204, 1.62331], [3.86612, 0.45225, 0.21507], [3.41534, 2.63631, -0.75191], [1.55931, 4.10120, 0.01431], [0.84916, 2.80312, 0.98535], [0.93759, 2.65462, -0.81570], [3.06848, 3.12764, 2.24314], [3.94420, 4.17316, 1.05806], [4.57879, 2.53943, 1.53062], [-2.17223, -1.17148, -1.53766], [-0.79864, -1.60404, -0.53345], [-2.93871, -1.23239, 0.79781], [-1.90965, -0.24483, 2.68090], [-0.90732, 0.84375, 1.64209], [-0.53843, -0.91004, 1.70079], [-2.47718, 1.70330, -0.13138], [-3.35094, 1.27673, 1.36487], [-4.94459, 1.79078, -0.34178], [-3.97894, -0.39998, -2.24875], [-3.42434, 1.33772, -2.31708], [-5.17128, 0.88730, -2.49069], [-6.35771, -0.20750, -0.41291], [-4.97292, -1.26487, 0.06951], [-5.54272, -0.00606, 1.17831]]}